Entry 1:
Below is one molecule with the formula C4H8O2, with properties calculated with wB97M-V/def2-TZVPD.

Last column: natural (NBO) charge in e.
Atoms and positions in Å:
O  0.203  0.625  -2.070  -0.53
C  1.019  0.031  -1.403  0.44
C  1.166  0.164  0.092  -0.52
C  -0.070  0.713  0.805  -0.42
C  -1.333  -0.078  0.464  -0.07
O  -1.118  -1.476  0.608  -0.73
H  1.729  -0.673  -1.891  0.11
H  2.036  0.816  0.260  0.24
H  1.439  -0.815  0.501  0.23
H  0.109  0.663  1.885  0.21
H  -0.231  1.766  0.549  0.22
H  -2.144  0.204  1.144  0.18
H  -1.651  0.167  -0.555  0.18
H  -1.028  -1.858  -0.271  0.47

Output
total energy	-8372.0684	eV
net charge	0
HOMO-LUMO gap	10.788	eV
HOMO	-9.95	eV
SMILES string	O=CCCCO
LUMO energy	0.8	eV
ΔE to the lowest compared entry with this formula, charge and spin	27.98	kcal per mole

***

Entry 2:
Below is C46H49IN7SbTi as an isolated structure, with properties calculated with wB97M-V/def2-TZVPD.

Last column: Löwdin charge in e.
Atoms and positions in Å:
Ti  0.249  -0.333  0.772  0.87
C  1.161  3.180  0.278  -0.04
C  2.343  2.255  0.332  -0.28
C  3.577  2.907  0.305  -0.01
C  4.746  2.195  0.330  -0.04
C  4.650  0.813  0.319  -0.15
C  3.404  0.200  0.332  -0.42
N  2.247  0.905  0.385  0.03
Sb  3.765  -1.916  0.159  1.56
C  2.894  -2.560  2.001  -0.48
C  3.034  -3.899  2.336  -0.13
C  2.817  -4.276  3.653  -0.07
C  2.482  -3.302  4.568  -0.07
C  2.324  -1.983  4.149  -0.37
C  1.964  -0.917  5.138  -0.03
N  2.523  -1.618  2.876  0.08
C  2.401  -2.608  -1.323  -0.47
C  2.985  -3.534  -2.176  -0.14
C  2.253  -4.023  -3.250  -0.05
C  0.976  -3.548  -3.423  -0.01
C  0.443  -2.626  -2.518  -0.31
C  -0.969  -2.186  -2.721  -0.02
N  1.144  -2.158  -1.478  0.05
H  1.403  3.994  -0.403  0.09
H  0.971  3.602  1.264  0.09
H  0.267  2.673  -0.059  0.04
H  3.584  3.988  0.268  0.13
H  5.707  2.691  0.326  0.12
H  5.547  0.210  0.283  0.07
H  3.341  -4.628  1.596  0.10
H  2.925  -5.308  3.959  0.11
H  2.312  -3.550  5.607  0.12
H  1.346  -0.153  4.679  0.04
H  1.430  -1.340  5.988  0.09
H  2.871  -0.434  5.509  0.09
H  4.005  -3.860  -2.013  0.08
H  2.680  -4.743  -3.936  0.11
H  0.363  -3.882  -4.250  0.12
H  -1.649  -3.005  -2.474  0.09
H  -1.136  -1.921  -3.766  0.10
H  -1.207  -1.345  -2.089  0.03
I  -0.939  -3.096  3.486  0.81
C  -0.781  -1.045  2.740  -0.66
H  -0.401  -0.556  3.633  -0.07
H  -1.844  -0.784  2.694  -0.06
C  -4.082  2.345  -0.020  -0.01
N  -2.690  2.476  0.486  -0.16
C  -2.300  3.906  0.565  0.02
C  -2.531  1.704  1.790  -0.08
C  -1.257  2.023  2.502  -0.28
C  -1.325  3.010  3.495  -0.06
C  -0.215  3.335  4.246  -0.07
C  0.963  2.625  4.012  -0.08
C  1.011  1.659  3.026  -0.17
C  -0.083  1.333  2.193  -0.22
H  -4.154  2.800  -1.004  0.10
H  -4.731  2.857  0.688  0.11
H  -4.342  1.293  -0.072  0.09
H  -2.046  2.005  -0.170  0.11
H  -2.952  4.401  1.282  0.11
H  -2.423  4.341  -0.424  0.11
H  -1.268  3.970  0.897  0.08
H  -2.580  0.669  1.456  0.09
H  -3.409  1.932  2.398  0.14
H  -2.276  3.490  3.707  0.11
H  -0.274  4.085  5.022  0.10
H  1.845  2.827  4.608  0.11
H  1.948  1.121  2.903  0.09
N  -0.527  0.532  -0.767  -0.01
C  -0.517  1.111  -1.908  -0.31
C  -1.706  1.161  -2.843  -0.17
C  -1.576  1.590  -4.160  -0.02
C  -2.669  1.586  -5.015  -0.06
C  -3.905  1.145  -4.567  -0.07
C  -4.040  0.697  -3.257  -0.07
C  -2.949  0.711  -2.410  -0.09
C  0.724  1.747  -2.479  -0.21
C  0.746  3.099  -2.813  -0.08
C  1.897  3.685  -3.317  -0.07
C  3.033  2.913  -3.520  -0.07
C  3.005  1.557  -3.228  -0.06
C  1.856  0.977  -2.711  -0.03
H  -0.614  1.914  -4.533  0.11
H  -2.550  1.918  -6.037  0.11
H  -4.757  1.137  -5.233  0.11
H  -4.995  0.317  -2.917  0.11
H  -3.013  0.313  -1.409  0.07
H  -0.147  3.698  -2.676  0.12
H  1.904  4.739  -3.562  0.11
H  3.931  3.365  -3.917  0.11
H  3.883  0.947  -3.401  0.11
H  1.836  -0.075  -2.478  0.09
N  -3.946  -5.367  -0.150  0.13
C  -3.065  -4.342  0.010  -0.32
C  -3.495  -3.009  0.066  0.00
C  -2.556  -2.012  0.193  -0.18
N  -1.242  -2.213  0.279  -0.06
C  -0.843  -3.490  0.268  -0.25
C  -1.689  -4.564  0.104  -0.03
H  -4.925  -5.198  -0.004  0.10
H  -3.636  -6.307  0.023  0.11
H  -4.546  -2.759  0.008  0.11
H  -2.878  -0.980  0.209  0.08
H  0.221  -3.663  0.380  0.10
H  -1.284  -5.566  0.099  0.12

Output
total energy	-96675.1196	eV
net charge	+1
HOMO-LUMO gap (alpha / beta)	7.416 / 7.326	eV
HOMO (alpha / beta)	-9.42 / -9.45	eV
spin multiplicity	2
LUMO energy (alpha / beta)	-2.0 / -2.1	eV
ΔE to the lowest compared entry with this formula, charge and spin	18.70	kcal per mole

***

Entry 3:
Below is C3H3N2O as an isolated structure, with properties calculated with wB97M-V/def2-TZVPD.

Last column: natural (NBO) charge in e.
Atoms and positions in Å:
C  -1.906  -0.401  -0.245  0.74
C  -0.010  -0.320  -0.157  0.69
C  1.344  0.005  0.006  -0.79
N  -0.860  -1.113  -0.594  -0.38
N  -2.403  0.523  0.330  -0.02
O  -1.218  1.085  0.591  -0.28
H  1.432  0.273  1.154  0.34
H  1.697  0.891  -0.717  0.35
H  1.924  -0.945  -0.369  0.34

Output
total energy	-8171.3446	eV
net charge	+1
HOMO-LUMO gap	9.067	eV
HOMO	-16.43	eV
LUMO energy	-7.4	eV
ΔE to the lowest compared entry with this formula, charge and spin	174.45	kcal per mole

***

Entry 4:
Below is C41H42P2V as an isolated structure, with properties calculated with wB97M-V/def2-TZVPD.

Last column: Löwdin charge in e.
Atoms and positions in Å:
V  0.596  0.122  -0.780  0.58
C  1.006  3.426  -1.001  -0.12
C  0.416  3.143  0.177  -0.12
C  -0.854  3.819  0.608  -0.16
C  -2.012  3.736  -0.451  -0.18
C  -2.023  2.485  -1.257  -0.14
C  -1.279  2.308  -2.371  -0.13
C  -0.600  3.479  -3.021  -0.17
C  0.384  4.225  -2.101  -0.17
C  -0.504  -2.975  -0.458  -0.19
H  2.085  3.276  -1.159  0.12
H  0.992  2.710  1.011  0.08
H  -0.645  4.894  0.783  0.12
H  -1.218  3.411  1.563  0.09
H  -2.957  3.863  0.100  0.11
H  -1.950  4.584  -1.132  0.09
H  -2.823  1.809  -0.924  0.11
H  -1.408  1.434  -2.974  0.05
H  -1.363  4.202  -3.347  0.12
H  -0.088  3.148  -3.928  0.10
H  1.176  4.637  -2.746  0.11
H  -0.105  5.070  -1.615  0.10
H  0.470  -2.531  -0.735  0.04
H  -0.604  -3.964  -0.941  0.07
H  -0.453  -3.170  0.617  0.04
P  1.166  -0.001  1.585  0.97
P  -1.823  -1.829  -0.883  0.96
C  -0.574  -0.038  1.080  -0.40
C  -1.378  -0.273  -0.108  -0.46
C  1.259  0.440  3.383  -0.26
C  0.653  1.587  3.951  -0.08
C  0.823  1.943  5.301  -0.08
C  1.545  1.123  6.171  -0.09
C  2.125  -0.031  5.657  -0.09
C  1.987  -0.366  4.306  -0.07
C  2.221  1.004  0.436  -0.41
C  2.288  1.118  -1.013  -0.32
C  3.528  1.008  -1.663  -0.10
C  4.641  1.339  -0.896  -0.11
C  4.504  1.657  0.448  -0.11
C  3.339  1.440  1.167  -0.10
C  -3.386  -2.460  -0.306  -0.31
C  -3.590  -2.660  1.067  -0.06
C  -4.827  -3.135  1.516  -0.07
C  -5.853  -3.399  0.609  -0.09
C  -5.640  -3.209  -0.748  -0.08
C  -4.406  -2.734  -1.228  -0.07
C  -1.765  -1.627  -2.674  -0.31
C  -0.823  -2.381  -3.381  -0.09
C  -0.580  -2.130  -4.726  -0.07
C  -1.259  -1.093  -5.376  -0.07
C  -2.180  -0.331  -4.663  -0.09
C  -2.485  -0.638  -3.341  -0.11
H  -1.132  0.507  1.842  0.04
H  -1.328  0.603  -0.794  -0.02
H  0.031  2.238  3.339  0.09
H  0.386  2.860  5.702  0.10
H  1.648  1.377  7.224  0.10
H  2.689  -0.684  6.329  0.11
H  2.457  -1.273  3.948  0.09
H  1.341  1.300  -1.626  0.04
H  3.529  0.652  -2.689  0.10
H  5.626  1.361  -1.366  0.10
H  5.350  2.092  0.980  0.10
H  3.303  1.597  2.248  0.11
H  -2.785  -2.431  1.751  0.11
H  -4.966  -3.308  2.561  0.10
H  -6.827  -3.743  0.983  0.11
H  -6.433  -3.444  -1.459  0.11
H  -4.256  -2.596  -2.295  0.10
H  -0.249  -3.146  -2.868  0.09
H  0.139  -2.727  -5.260  0.10
H  -1.070  -0.896  -6.437  0.11
H  -2.651  0.513  -5.159  0.11
H  -3.248  -0.066  -2.822  0.12
C  3.653  -3.814  1.881  -0.11
C  2.323  -3.661  2.323  -0.11
C  1.554  -2.577  1.929  -0.21
C  2.097  -1.589  1.087  -0.30
C  3.347  -1.863  0.434  -0.07
C  4.128  -2.935  0.890  -0.10
H  4.289  -4.601  2.320  0.10
H  1.879  -4.379  3.018  0.10
H  0.553  -2.432  2.336  0.09
H  3.730  -1.296  -0.439  0.10
H  5.142  -3.101  0.500  0.10

Output
total energy	-87450.8124	eV
net charge	0
HOMO-LUMO gap (alpha / beta)	4.470 / 5.368	eV
HOMO (alpha / beta)	-4.07 / -4.90	eV
spin multiplicity	4
LUMO energy (alpha / beta)	0.4 / 0.5	eV
ΔE to the lowest compared entry with this formula, charge and spin	50.72	kcal per mole

***

Entry 5:
Below is C30H46EuO3P2 as an isolated structure, with properties calculated with wB97M-V/def2-TZVPD.

Last column: Löwdin charge in e.
Atoms and positions in Å:
Eu  1.615  -0.915  0.602  1.76
C  -1.389  -1.088  2.906  -0.17
C  -0.955  -2.029  1.936  -0.22
C  0.631  -1.894  3.621  -0.19
C  -0.420  -1.011  3.936  -0.19
C  0.292  -2.554  2.397  -0.34
C  -2.694  -0.400  2.921  -0.02
H  -2.985  -0.191  1.890  0.03
H  -2.637  0.570  3.432  0.09
H  -3.498  -0.990  3.392  0.11
C  -0.593  -0.298  5.225  -0.02
H  -1.260  0.566  5.095  0.08
H  0.361  0.092  5.608  0.08
H  -1.031  -0.949  6.008  0.10
C  1.812  -2.168  4.463  0.00
H  1.515  -2.292  5.518  0.11
H  2.550  -1.353  4.399  0.08
H  2.328  -3.075  4.129  0.09
C  1.073  -3.656  1.767  -0.09
H  1.172  -4.497  2.475  0.11
H  2.118  -3.378  1.502  0.06
H  0.593  -4.040  0.855  0.08
C  -1.744  -2.585  0.806  -0.02
H  -1.538  -3.657  0.667  0.09
H  -1.534  -2.088  -0.153  0.06
H  -2.823  -2.469  0.976  0.09
C  -2.279  1.956  -0.674  -0.11
C  -3.027  0.895  -0.339  -0.12
C  -3.733  -0.087  -1.214  -0.16
C  -3.109  -0.212  -2.636  -0.19
C  -1.766  -0.860  -2.625  -0.16
C  -0.622  -0.440  -2.010  -0.28
C  -0.182  0.876  -1.465  -0.26
C  -1.174  2.076  -1.666  -0.20
H  -4.785  0.244  -1.314  0.13
H  -3.106  0.788  -3.111  0.11
H  -3.774  -1.079  -0.733  0.10
H  -1.501  2.152  -2.719  0.03
H  -2.554  2.917  -0.211  0.12
H  -3.402  0.862  0.683  0.09
H  -0.638  3.011  -1.434  0.12
H  0.032  0.851  -0.361  0.06
H  0.178  -1.194  -1.888  0.03
H  0.795  1.150  -1.901  0.09
H  -3.766  -0.866  -3.242  0.12
H  -1.724  -1.861  -3.067  0.11
P  -0.540  1.052  -4.527  0.83
C  -0.623  2.801  -5.093  -0.27
C  -1.527  0.274  -5.875  -0.26
P  1.904  -0.838  -4.173  0.82
C  1.184  0.673  -4.992  -0.58
C  1.072  -2.082  -5.269  -0.31
C  3.480  -0.688  -5.156  -0.32
H  0.290  3.331  -4.797  0.04
H  -1.488  3.302  -4.641  0.04
H  -0.729  2.836  -6.184  0.04
H  -1.312  0.783  -6.825  0.04
H  -2.597  0.401  -5.650  0.04
H  -1.305  -0.797  -5.968  0.03
H  3.292  -0.445  -6.213  0.05
H  4.056  -1.619  -5.097  0.03
H  4.076  0.122  -4.715  0.03
H  1.800  1.534  -4.683  0.05
H  1.233  0.594  -6.092  0.06
H  1.720  -2.963  -5.341  0.04
H  0.873  -1.728  -6.284  0.04
H  0.128  -2.394  -4.815  0.01
O  0.503  2.770  3.226  0.05
C  1.404  2.464  4.183  -0.27
C  1.320  3.193  5.391  0.00
C  2.306  3.040  6.364  -0.06
C  3.384  2.176  6.136  -0.08
C  3.465  1.423  4.950  -0.02
C  2.454  1.525  3.979  -0.09
C  2.471  0.789  2.683  -0.56
O  3.067  -0.328  2.536  -0.14
O  1.755  1.250  1.696  -0.19
H  0.853  2.295  2.408  0.06
H  0.482  3.888  5.483  0.12
H  2.207  3.618  7.296  0.12
H  4.185  2.122  6.879  0.11
H  4.331  0.796  4.736  0.12

Output
total energy	-75890.6767	eV
net charge	+1
HOMO-LUMO gap (alpha / beta)	4.875 / 5.377	eV
HOMO (alpha / beta)	-8.05 / -9.99	eV
spin multiplicity	7
LUMO energy (alpha / beta)	-3.2 / -4.6	eV
ΔE to the lowest compared entry with this formula, charge and spin	109.36	kcal per mole